(1)
Below is a 10-piece molecular cluster, C52H122N6O12 overall, with properties calculated with ωB97M-V with the def2-TZVPD basis set.

Geometry (Å):
C 2.2594 5.3361 -7.4958
O 1.9748 4.0188 -6.9630
C 1.8399 3.0495 -8.0194
C 1.6738 1.6533 -7.3976
N 2.8697 1.3309 -6.6152
C 2.8242 -0.0548 -6.2024
C 3.9545 -0.2722 -5.1322
O 3.6803 0.6957 -4.0991
C 4.4539 0.3871 -2.9091
H 1.5801 5.7146 -8.2595
H 3.1807 5.3342 -8.0784
H 2.1717 6.1543 -6.7810
H 2.7306 3.0944 -8.6462
H 0.9998 3.2548 -8.6828
H 1.5787 0.9385 -8.2150
H 0.8240 1.5553 -6.7220
H 2.8824 1.8703 -5.7614
H 2.8791 -0.8135 -6.9832
H 1.8047 -0.1851 -5.8396
H 4.9156 -0.1406 -5.6292
H 3.9977 -1.2514 -4.6554
H 5.4770 0.1657 -3.2131
H 4.0392 -0.4496 -2.3470
H 4.4916 1.2185 -2.2053
C -1.5468 8.7724 6.7536
O -0.8047 8.1758 5.6571
C 0.3971 7.4513 5.9747
C 1.0515 6.8278 4.7691
N 0.1712 5.7724 4.3038
C 0.3787 5.4131 2.8614
C -0.6037 4.3394 2.4996
O -1.8424 4.9433 2.2026
C -2.6409 4.2272 1.3647
H -1.6849 8.0617 7.5684
H -2.5619 9.0826 6.5057
H -1.0204 9.6046 7.2210
H 0.1266 6.6727 6.6881
H 1.0694 8.1309 6.4984
H 2.0275 6.4005 4.9988
H 1.1657 7.5994 4.0077
H -0.7521 6.1650 4.4198
H 1.4088 5.0724 2.7565
H 0.2368 6.2733 2.2072
H -0.6974 3.4828 3.1672
H -0.2231 3.8926 1.5811
H -3.6215 4.7031 1.3567
H -2.7961 3.2217 1.7558
H -2.3134 4.0442 0.3413
C -1.1217 -8.7413 6.1647
C -1.9728 -8.0325 5.0340
C -1.7081 -6.5608 5.1336
C -0.2778 -6.1446 4.6196
C -0.0767 -6.6719 3.1899
C -0.2612 -8.2259 3.1446
N -1.5908 -8.5512 3.7176
O -1.9208 -9.8856 3.5206
C -0.2390 -8.5217 1.6113
C 0.9443 -9.0325 3.7692
C -3.5267 -8.2776 5.3393
H -1.5432 -8.5733 7.1558
H -0.0880 -8.3959 6.1781
H -1.0996 -9.8193 6.0051
H -2.4580 -6.1319 4.4689
H -1.8750 -6.1416 6.1258
H 0.4339 -6.6259 5.2904
H -0.1359 -5.0641 4.6452
H 0.9877 -6.5333 3.0003
H -0.7138 -6.1026 2.5130
H 0.7019 -8.4029 1.0740
H -0.4344 -9.5673 1.3734
H -1.0223 -8.0187 1.0443
H 1.7886 -8.9257 3.0882
H 1.2586 -8.7086 4.7614
H 0.6432 -10.0801 3.7619
H -4.2760 -8.0676 4.5760
H -3.6615 -7.8157 6.3173
H -3.6944 -9.3340 5.5494
H -2.6157 -9.8548 2.8590
C -5.5711 -3.6099 -0.9895
C -4.5376 -3.6158 -2.0922
C -3.9801 -2.1098 -2.3128
C -2.5612 -2.0693 -2.7836
C -1.6614 -2.9803 -1.9396
C -2.0191 -4.4666 -1.9133
N -3.4870 -4.5683 -1.6419
O -3.8954 -5.8612 -1.5149
C -1.6497 -5.0676 -3.2394
C -1.1411 -5.1221 -0.7846
C -5.1482 -4.0703 -3.3946
H -6.4260 -3.0312 -1.3391
H -5.3148 -3.0847 -0.0694
H -6.0207 -4.5679 -0.7284
H -4.6081 -1.5473 -3.0036
H -3.9253 -1.5540 -1.3767
H -2.2378 -1.0296 -2.7315
H -2.4487 -2.4181 -3.8102
H -1.6995 -2.6406 -0.9045
H -0.6676 -2.7973 -2.3483
H -2.0319 -4.5584 -4.1241
H -0.5824 -5.2414 -3.3761
H -2.1705 -6.0242 -3.2811
H -1.3373 -6.1922 -0.7184
H -0.0656 -5.0621 -0.9515
H -1.4482 -4.8554 0.2266
H -5.9014 -4.8494 -3.2771
H -4.3089 -4.2611 -4.0634
H -5.6841 -3.2134 -3.8028
H -3.9912 -5.9483 -0.5636
C -2.7504 -0.4899 1.7074
C -1.1973 -0.5268 2.0131
C -1.0318 -2.0553 2.3857
C 0.4811 -2.4675 2.3584
C 1.0821 -2.1254 0.8680
C 0.9436 -0.6200 0.5208
N -0.5145 -0.1782 0.7930
O -0.8776 1.0483 0.2353
C 2.0204 0.2125 1.2865
C 1.2173 -0.5121 -1.0015
C -0.8119 0.4019 3.1739
H -3.3638 -0.6923 2.5854
H -2.9660 -1.3156 1.0292
H -3.0496 0.4737 1.2949
H -1.3805 -2.2793 3.3938
H -1.5311 -2.6742 1.6402
H 0.5887 -3.5307 2.5733
H 1.1191 -2.0125 3.1160
H 0.7383 -2.8725 0.1526
H 2.1538 -2.2954 0.9713
H 2.9707 -0.1817 0.9263
H 1.9843 1.2338 0.9074
H 2.0009 0.3548 2.3670
H 2.1960 -0.8582 -1.3338
H 0.4884 -1.0263 -1.6280
H 1.2076 0.5390 -1.2901
H 0.2165 0.2895 3.5172
H -1.4652 0.1961 4.0218
H -0.9108 1.4293 2.8235
H -1.6392 0.7316 -0.2560
C -1.5453 5.4811 -3.7262
C -0.1442 6.1311 -3.8207
C 0.0073 7.2722 -2.6966
C 0.3404 6.7349 -1.2494
C 1.5939 5.8463 -1.4439
C 1.3677 4.6211 -2.3302
N 0.8855 5.0497 -3.6949
O 0.6780 3.9837 -4.5257
C 2.7792 4.0727 -2.6306
C 0.4824 3.5622 -1.5506
C -0.0971 6.7305 -5.2920
H -1.7639 5.0093 -2.7683
H -1.6854 4.7056 -4.4793
H -2.3283 6.2207 -3.8932
H 0.8667 7.8881 -2.9616
H -0.8825 7.8849 -2.5519
H -0.5827 6.2471 -0.9362
H 0.4520 7.5969 -0.5917
H 1.9176 5.5840 -0.4367
H 2.3481 6.5134 -1.8613
H 2.7946 3.2806 -3.3792
H 3.4664 4.8229 -3.0219
H 3.1573 3.5904 -1.7292
H -0.4360 4.0663 -1.2498
H 0.0879 2.8085 -2.2322
H 1.1048 3.1154 -0.7753
H 0.7874 7.3236 -5.5245
H -0.9237 7.4282 -5.4261
H -0.0293 5.9432 -6.0428
H 1.3088 4.0352 -5.2475
C 1.5112 2.6430 4.4377
O 1.9336 3.7509 5.2469
H 2.1642 1.7883 4.6137
H 0.4960 2.3315 4.6835
H 1.5824 2.8524 3.3704
H 1.2485 4.4233 5.2394
C 6.4865 0.8918 0.5758
O 5.5980 -0.1082 0.1081
H 7.2389 0.5395 1.2814
H 6.8943 1.4484 -0.2680
H 5.9407 1.6001 1.1992
H 5.2044 -0.3968 0.9347
C 4.9333 -1.0910 3.7106
O 4.8137 -1.7436 2.4192
H 4.9395 -1.8633 4.4798
H 5.8280 -0.5157 3.9483
H 4.0509 -0.4671 3.8530
H 5.5017 -2.4129 2.4048
C -2.8172 1.8685 -3.3085
O -3.2285 1.4249 -2.0602
H -3.1494 1.1832 -4.0884
H -3.1381 2.8909 -3.5075
H -1.7317 1.9672 -3.2993
H -4.1576 1.5395 -1.8475

Summary:
LUMO energy (spin up / spin down) ... 1.981 / 1.965 eV
Multiplicity ... 2
Charge ... -1

=====

(2)
Below is a 11-piece molecular cluster, C52H126N9O19 overall, with properties calculated with ωB97M-V with the def2-TZVPD basis set.

Geometry (Å):
C -6.1999 0.0872 1.1732
C -4.8188 0.8310 1.1253
N -4.5501 1.9051 2.1405
C -4.2628 1.2861 3.5062
C -3.3216 2.6649 1.6801
C -2.9220 3.9067 2.4551
C -5.7661 2.9056 2.3038
C -6.1817 3.7163 1.0757
O -6.7029 2.8463 0.1392
C -7.4763 3.4845 -0.8665
H -6.2715 -0.5115 0.2791
H -7.0008 0.8435 1.1969
H -6.1671 -0.5703 2.0310
H -4.7605 1.3042 0.1475
H -4.0615 0.0804 1.3061
H -3.4191 0.6034 3.3782
H -5.1079 0.7426 3.9640
H -3.9253 2.1385 4.1112
H -3.5294 2.8849 0.6921
H -2.5121 1.9781 1.6612
H -2.6966 3.5703 3.5111
H -3.7216 4.6224 2.6380
H -2.0269 4.4540 1.9820
H -5.4270 3.5327 3.1645
H -6.6934 2.4214 2.6738
H -5.2902 4.2708 0.6359
H -6.8722 4.4330 1.5512
H -7.0306 4.2618 -1.5777
H -8.3297 4.1319 -0.5027
H -7.8436 2.6701 -1.5014
C -4.0024 -2.5346 3.6406
C -4.0067 -3.9983 3.2498
N -3.0472 -4.4010 2.1042
C -3.4304 -3.6026 0.8589
C -1.6128 -4.0068 2.4203
C -1.2155 -4.5389 3.8204
C -3.1347 -5.8771 1.7858
C -2.0558 -6.6013 0.9199
O -2.0753 -6.2426 -0.4300
C -1.0855 -6.9399 -1.2434
H -4.7270 -2.4549 4.4720
H -4.3276 -1.8040 2.8483
H -3.0506 -2.2091 4.0130
H -5.0194 -4.2566 2.9368
H -3.6324 -4.6890 4.1260
H -3.2919 -2.4763 0.8843
H -4.4948 -3.7950 0.6402
H -2.8037 -3.9810 0.1084
H -1.6732 -2.9599 2.3523
H -0.9167 -4.3554 1.6558
H -1.7965 -4.0469 4.6058
H -0.1669 -4.2348 4.0381
H -1.3402 -5.6350 3.9347
H -4.1883 -6.0608 1.4156
H -3.1141 -6.2242 2.8137
H -2.1691 -7.7189 1.0373
H -1.0425 -6.4540 1.3594
H -1.2684 -6.5815 -2.2743
H -1.3737 -8.0156 -1.2011
H -0.0795 -6.8220 -0.8661
C 7.9317 -3.3951 -0.3451
C 7.2825 -3.6566 1.0434
N 6.1213 -4.6621 1.0005
C 5.2021 -4.1925 -0.0205
C 6.6476 -6.0215 0.5327
C 5.6514 -6.9805 -0.0798
C 5.4485 -4.8036 2.3148
C 4.9913 -3.4777 3.0334
O 6.0441 -2.9986 3.8637
C 5.5994 -1.7862 4.4707
H 8.9624 -2.9687 -0.1732
H 7.4425 -2.6770 -0.8752
H 7.9967 -4.1834 -0.9915
H 6.7786 -2.7263 1.3739
H 8.0263 -4.1332 1.7351
H 5.4453 -4.5435 -1.0643
H 5.2018 -3.0702 0.1039
H 4.1327 -4.5005 0.1011
H 7.1624 -6.4579 1.3921
H 7.3660 -5.7434 -0.2412
H 4.6741 -6.7693 0.2497
H 5.7237 -8.0086 0.2260
H 5.5055 -6.8537 -1.1680
H 6.1635 -5.3473 2.9675
H 4.5881 -5.4192 2.1074
H 4.0905 -3.7472 3.6266
H 4.6634 -2.7674 2.2702
H 4.5645 -1.9590 4.7017
H 5.5947 -0.9749 3.7499
H 6.2018 -1.5190 5.3601
C 2.2281 2.5274 3.8727
C 3.3330 3.1421 3.0110
N 2.8601 4.2008 2.0576
C 2.2770 5.4128 2.8339
C 3.9906 4.6559 1.2388
C 4.6456 3.5883 0.3671
C 1.6993 3.6632 1.2113
C 1.2990 4.5114 0.0571
O 0.7912 5.8064 0.3474
C 0.3948 6.3893 -0.9334
H 2.6936 1.6556 4.3317
H 1.3993 2.1804 3.3078
H 1.7863 3.1689 4.6508
H 3.7955 2.3025 2.4015
H 4.0865 3.6821 3.6139
H 1.7216 5.9958 2.0776
H 3.1372 5.8715 3.3021
H 1.5479 4.9754 3.5381
H 4.6926 4.9843 2.0025
H 3.5849 5.5699 0.7056
H 3.9220 3.1482 -0.3575
H 5.0028 2.7541 0.8999
H 5.3424 4.1731 -0.2454
H 0.8791 3.6464 1.9169
H 1.8041 2.6587 0.8707
H 0.4562 3.9022 -0.3227
H 2.0168 4.5779 -0.7609
H 0.1768 7.4536 -0.8651
H -0.4929 5.9484 -1.3285
H 1.1390 6.2235 -1.7129
C -4.6208 2.9649 -2.9758
C -3.7675 2.5903 -4.1200
N -2.3498 3.0876 -4.0089
C -1.6908 2.7269 -2.6439
C -1.4240 2.4651 -5.0570
C -1.1576 1.0161 -4.9739
C -2.1825 4.5653 -4.0503
C -2.5593 5.2830 -5.3209
O -3.9508 5.2274 -5.4081
C -4.5261 5.7093 -6.6317
H -4.8671 3.9898 -2.9491
H -4.1085 2.7777 -2.0275
H -5.6588 2.5575 -3.0149
H -4.1420 2.8799 -5.0957
H -3.6803 1.4850 -4.1283
H -0.7036 2.9729 -2.7180
H -1.8518 1.6484 -2.4670
H -2.1891 3.3806 -1.9108
H -0.4978 3.0970 -4.9898
H -2.0462 2.6714 -5.9738
H -0.8563 0.7917 -5.9298
H -1.9960 0.4358 -4.6281
H -0.3344 0.7477 -4.2829
H -1.0837 4.7002 -3.7594
H -2.7007 4.9967 -3.2194
H -2.1319 4.9159 -6.2121
H -2.0557 6.2763 -5.2439
H -4.0887 5.1945 -7.4355
H -4.3923 6.8059 -6.7200
H -5.5653 5.4108 -6.5839
C 1.6127 -1.7997 1.2763
C 1.9835 -1.4776 -0.1794
N 0.9739 -1.5903 -1.2829
C -0.1508 -2.5876 -0.7931
C 0.2429 -0.2862 -1.3635
C -0.2815 0.3655 -0.0932
C 1.4708 -2.0996 -2.6729
C 2.4367 -1.0773 -3.3441
O 1.9938 -0.9310 -4.6556
C 2.9269 -0.4137 -5.6031
H 0.6720 -1.3350 1.6054
H 2.3483 -1.2609 1.9091
H 1.6085 -2.8783 1.3102
H 2.8386 -2.0585 -0.4672
H 2.2428 -0.4458 -0.2266
H 0.3962 -3.4053 -0.3253
H -0.7075 -2.9988 -1.6766
H -0.8468 -2.1572 -0.1336
H -0.6766 -0.4310 -1.9206
H 0.8584 0.4676 -1.9115
H -0.8900 1.1810 -0.4404
H 0.5013 0.6597 0.6036
H -1.0187 -0.3024 0.3629
H 0.5478 -2.0915 -3.2848
H 1.8445 -3.1121 -2.4791
H 3.4630 -1.4633 -3.3346
H 2.4311 -0.0841 -2.8170
H 2.2826 -0.3646 -6.4831
H 3.7027 -1.1559 -5.7322
H 3.3239 0.5830 -5.2826
N 1.7015 -5.4513 0.3322
O 2.4927 -6.0589 1.0010
O 2.0123 -5.1078 -0.8141
O 0.5982 -5.1200 0.7900
N 5.0684 -0.1491 1.1913
O 6.0041 0.3603 1.7496
O 5.2402 -1.1610 0.4148
O 3.9463 0.3719 1.2349
N -3.3800 -0.8105 -2.1091
O -3.5759 -1.8496 -1.4270
O -4.1163 0.1764 -1.8732
O -2.5522 -0.7830 -3.0276
C -0.5247 0.2484 5.0758
C -1.1766 0.2749 3.6428
O -1.7051 -0.7918 3.2299
O -1.0841 1.3555 2.9738
H -1.2602 -0.1248 5.8233
H -0.2211 1.2984 5.3140
H 0.4169 -0.3739 5.1181
C 2.3683 3.5787 -4.9560
C 1.7162 3.3255 -3.5591
O 1.0936 4.3290 -3.0983
O 1.8656 2.2705 -2.9255
H 1.8101 4.3050 -5.5782
H 2.5960 2.6214 -5.4302
H 3.3319 4.0417 -4.6337

Summary:
LUMO energy ... -1.381 eV
Charge ... +1